[1]
Formula: C16H14N2O3S
Source: the Open Molecules 2025 dataset
Level of theory: ωB97M-V with the def2-TZVPD basis set

The frontier orbital gap is 0.313 hartree. The lowest unoccupied orbital energy comes out at -0.06 eV. The structure (SMILES) is Cc1cccc(OC(=O)c2sc3ncn(C)c(=O)c3c2C)c1. The value obtained for the energy relative to the best compared isomer or geometry (same formula, charge and spin) is 0.9 kcal per mole.

Last column: Löwdin charge in e.
Atoms and positions in Å:
C (-5.913, -1.399, -0.797)  -0.047
C (-5.088, -0.249, -0.307)  -0.267
C (-5.679, 0.905, 0.187)  -0.054
C (-4.901, 1.965, 0.623)  -0.075
C (-3.524, 1.882, 0.581)  -0.007
C (-2.927, 0.724, 0.092)  -0.211
C (-3.700, -0.332, -0.359)  0.034
H (-3.234, -1.225, -0.742)  0.121
O (-1.541, 0.741, 0.047)  0.011
C (-0.785, -0.366, 0.172)  -0.474
O (-1.204, -1.484, 0.352)  0.119
C (0.625, 0.007, 0.079)  -0.348
C (1.737, -0.797, 0.163)  -0.207
C (2.927, -0.030, 0.037)  -0.107
C (2.683, 1.331, -0.140)  -0.523
N (3.646, 2.265, -0.282)  0.074
C (4.858, 1.831, -0.242)  -0.135
N (5.230, 0.546, -0.074)  -0.031
C (4.291, -0.500, 0.081)  -0.366
O (4.680, -1.638, 0.231)  0.087
C (6.622, 0.158, -0.035)  -0.017
H (7.254, 1.021, -0.227)  0.090
H (6.856, -0.267, 0.942)  0.102
H (6.802, -0.613, -0.785)  0.101
H (5.651, 2.560, -0.353)  0.134
S (1.003, 1.698, -0.155)  1.169
C (1.736, -2.269, 0.354)  -0.007
H (2.177, -2.748, -0.519)  0.099
H (2.362, -2.527, 1.206)  0.093
H (0.727, -2.637, 0.504)  0.071
H (-2.897, 2.693, 0.916)  0.118
H (-5.371, 2.859, 1.002)  0.104
H (-6.756, 0.977, 0.230)  0.107
H (-5.823, -1.491, -1.879)  0.085
H (-5.565, -2.331, -0.355)  0.083
H (-6.962, -1.260, -0.549)  0.074

=====

[2]
Formula: C7H6O2S
Source: the Open Molecules 2025 dataset
Level of theory: ωB97M-V with the def2-TZVPD basis set

The frontier orbital gap (spin up / spin down) is 0.250 / 0.249 hartree. As for the expectation value of S²: 2.05. The lowest unoccupied orbital energy (spin up / spin down) comes out at 0.65 / -3.46 eV. The spin multiplicity is 3. The value obtained for the energy relative to the best compared isomer or geometry (same formula, charge and spin) is 60.0 kcal per mole.

Last column: Löwdin spin population.
Atoms and positions in Å:
C (-0.902, -1.804, 0.086)  0.489
C (-1.436, -0.506, 0.137)  0.039
C (0.508, -2.014, 0.080)  0.441
C (-0.701, 0.631, 0.033)  0.356
C (1.312, -0.933, -0.038)  0.061
C (0.731, 0.350, -0.116)  0.417
C (-1.159, 2.030, -0.045)  0.058
O (3.065, 0.628, -1.465)  0.030
O (3.281, 0.617, 0.990)  0.025
S (2.482, 0.341, -0.175)  0.019
H (-1.466, -2.808, 0.081)  0.019
H (-2.547, -0.358, 0.266)  -0.006
H (0.732, -3.042, 0.204)  0.020
H (-1.019, 2.386, -1.017)  0.015
H (-2.251, 2.153, 0.120)  -0.001
H (-0.633, 2.332, 0.859)  0.018

=====

[3]
Formula: C3H10O3P2
Source: the Open Molecules 2025 dataset
Level of theory: ωB97M-V with the def2-TZVPD basis set

The frontier orbital gap (spin up / spin down) is 0.145 / 0.234 hartree. As for the expectation value of S²: 2.01. The lowest unoccupied orbital energy (spin up / spin down) comes out at 0.65 / -4.21 eV. The spin multiplicity is 3. The value obtained for the energy relative to the best compared isomer or geometry (same formula, charge and spin) is 0.0 kcal per mole.

Last column: Löwdin spin population.
Atoms and positions in Å:
C (2.825, -1.090, 0.288)  0.250
C (-1.286, 1.193, -1.386)  0.014
C (-2.248, -0.728, 0.540)  0.002
O (1.798, 1.390, -0.619)  0.896
O (0.267, -0.427, 0.231)  0.044
O (-0.807, 1.543, 1.341)  0.028
P (1.680, 0.319, 0.400)  0.503
P (-1.030, 0.526, 0.250)  0.014
H (2.187, -1.972, 0.573)  0.061
H (3.085, -1.457, -0.747)  0.005
H (3.806, -0.846, 0.891)  0.029
H (-0.429, 1.832, -1.737)  0.008
H (-1.427, 0.211, -2.040)  0.001
H (-2.309, 1.595, -1.557)  0.000
H (-2.058, -1.602, 1.074)  0.001
H (-2.966, -0.133, 1.215)  0.001
H (-2.689, -1.034, -0.454)  0.000
H (1.601, 0.683, 1.739)  0.142

=====

[4]
Formula: C8H14BClO7P
Source: the Open Molecules 2025 dataset
Level of theory: ωB97M-V with the def2-TZVPD basis set

The frontier orbital gap is 0.310 hartree. The lowest unoccupied orbital energy comes out at 2.69 eV. As for the charge: -1.

Last column: Löwdin charge in e.
Atoms and positions in Å:
O (-1.013, 1.867, 1.347)  0.055
B (-1.217, 0.831, 2.311)  -0.621
O (-1.753, 1.129, 3.620)  0.067
C (-0.899, -0.735, 1.964)  -0.313
P (0.976, -1.061, 1.718)  0.775
C (2.808, -1.515, 1.270)  -0.375
O (2.875, -2.131, -0.077)  -0.225
C (2.145, -1.346, -1.019)  -0.275
C (2.815, -0.003, -1.486)  -0.014
C (2.063, 0.936, -2.480)  -0.065
C (0.662, 0.514, -2.994)  -0.074
C (-0.029, -0.826, -2.583)  -0.048
C (0.738, -1.752, -1.592)  -0.029
H (-1.418, 1.624, 0.461)  0.052
H (-1.651, 0.305, 4.153)  0.080
H (-1.404, -1.479, 2.687)  0.072
H (-1.397, -0.929, 0.933)  0.089
H (1.259, -1.033, 3.124)  0.021
H (1.043, 0.183, 1.002)  0.037
H (0.615, -2.339, 1.125)  0.018
H (3.439, -0.562, 1.225)  0.081
H (3.233, -2.319, 1.979)  0.095
H (3.861, 0.232, -1.064)  0.098
H (2.559, 1.907, -2.797)  0.081
H (0.091, 1.206, -3.709)  0.091
H (-1.072, -1.096, -2.984)  0.100
H (0.298, -2.740, -1.209)  0.092
O (-4.232, 3.565, -0.526)  -0.366
Cl (-3.928, 2.228, -0.984)  0.653
O (-4.247, 2.113, -2.391)  -0.380
O (-4.705, 1.267, -0.231)  -0.375
O (-2.514, 1.961, -0.790)  -0.395